Entry from OMol25: C25H20FN6O5SV as an isolated structure (the ωB97M-V functional and the def2-TZVPD basis).

E_HOMO (alpha / beta): -0.517 / -0.517 Eh
charge: +2
energy relative to the best compared isomer or geometry (same formula, charge and spin): 14.2 kcal per mole
E: -3111.02533 Ha
HOMO-LUMO gap (alpha / beta): 5.224 / 5.221 eV

Each line ends with the natural charge from an NBO analysis.
Cartesian coordinates (Å):
V  -0.225  0.349  0.445  1.13
C  -3.974  -1.787  -0.452  -0.70
C  -2.928  -0.801  -0.096  0.39
N  -1.679  -1.090  0.079  -0.25
N  -1.284  -2.386  -0.073  -0.31
C  0.000  -2.418  0.014  0.57
O  0.616  -1.231  0.197  -0.52
C  0.809  -3.616  -0.076  -0.10
C  2.203  -3.521  -0.066  -0.17
C  2.967  -4.670  -0.159  -0.20
C  2.344  -5.908  -0.258  -0.14
C  0.957  -6.005  -0.266  -0.20
C  0.186  -4.864  -0.176  -0.16
C  -3.217  0.607  0.155  0.14
C  -4.490  1.134  0.131  -0.18
C  -4.674  2.464  0.500  -0.09
C  -3.575  3.195  0.899  -0.21
C  -2.318  2.603  0.889  0.11
N  -2.127  1.340  0.492  -0.43
H  -3.532  -2.728  -0.759  0.29
H  -4.611  -1.394  -1.245  0.26
H  -4.609  -1.966  0.421  0.28
H  2.681  -2.554  0.005  0.22
H  4.046  -4.604  -0.158  0.23
H  2.947  -6.803  -0.331  0.24
H  0.481  -6.973  -0.342  0.24
H  -0.894  -4.925  -0.180  0.24
H  -5.325  0.513  -0.155  0.26
H  -5.663  2.902  0.496  0.26
H  -3.666  4.219  1.233  0.26
H  -1.452  3.156  1.212  0.26
S  -0.492  0.557  2.696  0.25
C  1.262  0.498  2.692  0.09
C  2.182  0.429  3.714  -0.24
C  3.517  0.334  3.336  -0.09
C  3.871  0.299  1.993  -0.22
C  2.882  0.365  1.028  0.10
N  1.613  0.488  1.410  -0.40
H  1.873  0.437  4.749  0.26
H  4.285  0.281  4.097  0.25
H  4.905  0.224  1.690  0.26
H  3.088  0.343  -0.031  0.25
F  2.011  7.920  -1.198  -0.27
C  2.279  6.641  -1.005  0.28
C  1.477  5.683  -1.465  -0.05
N  1.767  4.340  -1.232  -0.41
C  1.021  3.269  -1.843  -0.31
C  0.624  2.230  -0.833  0.85
O  0.315  2.445  0.352  -0.58
O  0.480  0.994  -1.205  -0.58
C  2.909  3.940  -0.578  0.80
O  3.153  2.747  -0.445  -0.67
N  3.698  4.941  -0.105  -0.62
C  3.505  6.332  -0.252  0.60
O  4.275  7.122  0.207  -0.49
H  0.578  5.905  -2.022  0.24
H  1.579  2.772  -2.638  0.26
H  0.100  3.675  -2.268  0.26
H  4.544  4.663  0.376  0.45